Here is H3NO2Si in the gas phase at a distorted geometry from the Open Molecules 2025 dataset. Energies are from wB97M-V/def2-TZVPD.

Element x y z (Å)
H -0.63459 -0.86836 -1.49088
O -0.16203 1.37058 1.24109
H -1.34046 -1.07554 0.88961
Si -0.18907 -0.83377 -0.10189
O 0.91462 1.71030 -0.64029
N 0.25303 1.03520 0.12527
H 1.15849 -1.33840 -0.02292

## Properties
Relative energy (zero: lowest compared OMol25 entry of this formula, charge and spin) = 36.39 kJ/mol
Multiplicity = 1
Lowest unoccupied orbital energy = 0.30 eV
Energy = -13507.9045 eV
Charge = 0

---

Here is C5H9NO in the gas phase at a distorted geometry from the Open Molecules 2025 dataset. Energies are from wB97M-V/def2-TZVPD.

Element x y z (Å)
H -1.45931 1.81646 -0.38794
H -2.31046 0.36459 0.16027
H -0.44356 0.58149 -1.96724
N 0.62368 -0.49601 -0.40473
C 0.59605 -0.28337 1.02221
H -0.01966 1.76826 1.35594
C -0.58144 -0.04767 -1.08489
H 1.37608 -1.29088 -2.08725
H 1.55920 0.13436 1.34264
O 2.66431 -1.48673 -0.46876
H 0.46099 -1.16184 1.65075
H -1.16388 0.59174 2.07811
H -1.14856 -0.92442 -1.40345
C 1.64598 -1.14646 -1.02476
C -0.46275 0.78422 1.26216
C -1.33668 0.79625 -0.04307

## Properties
Relative energy (zero: lowest compared OMol25 entry of this formula, charge and spin) = 74.85 kJ/mol
Multiplicity = 1
Lowest unoccupied orbital energy = 0.85 eV
Energy = -8868.4369 eV
Charge = 0

---

Here is a molecular structure, C2H2Br6 at a distorted geometry from the Open Molecules 2025 dataset. Energies are from wB97M-V/def2-TZVPD.

Element x y z (Å)
Br 4.20128 -0.15065 -0.47923
Br -2.96853 -0.28584 -1.81321
Br -2.60525 -2.02554 0.69491
Br 2.07306 -0.11395 1.83862
C 2.32888 0.28476 -0.08243
H 1.77938 -0.42269 -0.64650
C -2.39142 -0.20835 -0.08225
Br 1.97679 1.97914 -0.41984
H -1.23956 -0.24825 0.03726
Br -3.15462 1.19136 0.95266

## Properties
Relative energy (zero: lowest compared OMol25 entry of this formula, charge and spin) = 75.31 kJ/mol
Multiplicity = 1
Lowest unoccupied orbital energy = -0.09 eV
Energy = -422359.8370 eV
Charge = 0

---

Here is 2 unconnected molecules or ions with the total composition C4H10OS at a distorted geometry from the Open Molecules 2025 dataset. Energies are from wB97M-V/def2-TZVPD.

Element x y z (Å)
H -2.36835 1.94831 -0.40606
H -4.33773 -0.18289 0.47544
C -2.66847 1.01619 -0.10421
H 2.13601 -2.17451 0.19576
H -4.44832 1.61370 0.98452
H -2.14883 0.29809 -0.56954
C 1.23329 -2.21772 -0.24695
S 0.71238 -0.41269 -0.50272
H 3.07223 0.36610 1.05918
C -3.86721 0.87504 0.44359
H 1.28592 -2.71277 -1.30933
H 0.42047 -2.61178 0.40748
O 2.20822 0.24745 -0.80982
H 2.12821 1.67945 0.53119
C 2.91078 0.92254 0.19845
H 3.73141 1.34547 -0.34698

## Properties
Relative energy (zero: lowest compared OMol25 entry of this formula, charge and spin) = 313.02 kJ/mol
Multiplicity = 1
Lowest unoccupied orbital energy = 0.92 eV
Energy = -17189.5811 eV
Charge = 0

---

Here is a molecular structure, C4H8N2 at a distorted geometry from the Open Molecules 2025 dataset. Energies are from wB97M-V/def2-TZVPD.

Element x y z (Å)
H -0.27211 -0.03483 0.88309
H 1.92676 1.50194 -0.71684
H 1.23084 1.64721 0.88084
H 0.45162 -2.10510 -0.71225
H -3.20517 0.79642 0.80782
H 2.53297 0.53021 0.56158
C -2.67178 0.10685 0.16922
H 1.89444 -1.69196 0.07531
N 1.11159 -1.37892 -0.47932
C 1.59720 0.92397 0.15292
C -1.40484 0.25808 -0.17754
C 0.57707 -0.13613 -0.18807
H -3.28236 -0.70383 -0.20810
N -0.48623 0.28609 -1.04866

## Properties
Relative energy (zero: lowest compared OMol25 entry of this formula, charge and spin) = 356.12 kJ/mol
Multiplicity = 1
Lowest unoccupied orbital energy = 0.83 eV
Energy = -7254.1845 eV
Charge = 0

---

Here is a molecular structure, C33H45FeN3O2PSeSi at a distorted geometry from the Open Molecules 2025 dataset. Energies are from wB97M-V/def2-TZVPD.

Element x y z (Å)
C -2.79414 1.69013 2.27166
H 4.41342 -4.29761 -0.96735
H 4.28325 2.11225 3.62804
H 3.93258 -2.32117 0.40104
H -0.96879 1.55561 3.44229
C 2.38251 -4.55239 -1.61850
Si -3.33879 1.77901 -2.88445
H -2.07888 3.53910 -1.69461
H 3.48720 -0.09302 -4.54296
N 2.55204 2.37552 -1.86157
C 4.20046 1.64772 -3.49653
H -5.38236 1.10660 -1.68442
C 4.13378 1.62547 2.67145
C 2.86330 0.11416 1.27499
H 3.58101 -0.09157 -0.74291
H -3.43880 0.20852 0.83064
C -3.60688 -0.65299 2.81973
H -4.13853 2.09335 -5.16830
C -3.56105 1.31441 -4.65118
C -1.43729 -1.21171 2.63684
C 3.12411 -2.79492 -0.14454
H 2.64273 1.39271 -4.95829
C -2.26502 3.27669 -2.74179
H 3.14582 3.52301 -3.52752
H -5.68128 2.51622 -2.72128
C 3.73716 0.37887 0.22116
H -2.71986 2.57339 0.27344
Se -2.34580 -0.02020 -1.89024
H 3.12861 -2.25713 2.78810
H -3.82315 2.01986 2.43908
H -2.59087 1.21437 -5.14551
C 1.95746 -3.17380 4.32247
O 1.00743 0.88679 -1.17339
C -2.17739 2.60292 1.21921
C -0.39547 -2.74398 4.24193
C 5.01236 1.86482 1.62204
O -2.50308 -1.38645 3.42033
Fe -0.67560 0.07443 -0.30798
C 3.09844 0.83739 -4.13342
H 0.40545 -0.74943 -2.82207
H 0.53384 -3.98850 5.71539
C 3.39969 -3.91541 -0.91859
H -1.13880 2.33424 1.03026
H -4.83287 2.71789 -1.17481
C 1.83890 1.23722 -2.04881
H 1.88457 -1.60717 -3.30160
H 4.32162 3.38342 -2.22762
H -2.42080 1.17574 4.38056
C -2.02179 1.81459 3.58787
H 4.91309 1.97949 -4.25138
C 1.28794 -0.70257 -3.44446
H -4.09794 0.36548 -4.74577
H 0.95757 -0.65450 -4.48377
C -4.95996 2.05155 -2.03454
C 1.05544 -1.75753 2.57547
H 0.28333 -4.56027 -2.07462
C 2.13171 -2.38260 3.19739
H 2.59965 -5.42938 -2.21764
C 3.06178 0.75891 2.49751
C 0.68479 -3.36487 4.84051
H 1.50558 2.84351 -0.10947
C 4.81030 1.24231 0.39785
C -2.92386 0.23436 1.78811
H -4.10322 -0.09746 3.60876
N 2.07600 0.48851 -3.14343
H 5.85354 2.53512 1.75916
C -0.22526 -1.92745 3.12028
H -2.15186 3.63627 1.57355
H 3.20735 3.31857 -0.10326
H -1.38732 -2.87958 4.64783
C 2.30527 3.24365 -0.71485
C 0.81690 -2.93790 -0.77471
C 3.57727 2.83140 -2.79843
H -0.19987 -2.58677 -0.72640
H 2.02754 4.24256 -1.05828
P 1.34900 -0.85348 1.00477
H 5.49519 1.42532 -0.42244
H -1.30140 3.11854 -3.23837
C 1.82927 -2.28017 -0.07002
H -2.05917 2.84269 3.95125
H -2.76463 4.13136 -3.22437
H 4.73593 1.03230 -2.76756
C 1.08597 -4.06629 -1.53954
N -1.58766 -0.42232 1.63452
H 2.38326 0.57666 3.32397
H -4.29735 -1.37097 2.39009
H 2.81529 -3.64691 4.78712

## Properties
Relative energy (zero: lowest compared OMol25 entry of this formula, charge and spin) = 51.78 kJ/mol
Multiplicity = 5
Lowest unoccupied orbital energy (spin up / spin down) = -2.50 / -2.61 eV
Energy = -160415.7609 eV
Charge = +1

---

Here is a molecular structure, C37H35ClN2S2Si2V at a distorted geometry from the Open Molecules 2025 dataset. Energies are from wB97M-V/def2-TZVPD.

Element x y z (Å)
H -5.39262 3.39274 3.88455
C -1.68364 -2.71691 0.67849
H 4.23830 -2.76066 -5.08206
C -2.07026 -0.29624 4.01951
S -3.36718 6.01475 0.36900
Si 0.16349 -1.90751 -2.35532
C 1.26763 -1.55983 -3.82275
C 3.41553 -2.06724 -4.88546
C -0.93367 5.03396 -0.69267
N -2.61571 1.84795 2.86101
H -1.24969 -0.09085 4.72710
C -2.05656 4.85711 0.25860
C -2.86451 0.93774 3.81665
C 3.45810 0.51207 -0.97764
H 4.43634 -0.39741 -5.82906
H 4.39964 0.03303 -0.71130
H 4.37959 2.26110 -1.84670
H -0.40403 0.45657 0.60582
H -0.32500 4.12110 -0.79470
C 0.38450 1.81336 3.29143
H 2.24042 -3.51075 -3.81929
C -4.11050 5.03882 1.59203
C 1.33052 -0.27270 -4.40544
Cl -2.36328 0.91840 -1.17408
C 0.33343 -3.69998 -1.86227
C -4.57479 2.70260 3.76743
H 0.53386 0.45210 -4.23854
C -0.40045 -3.69204 2.50963
C 2.21652 2.38428 -1.85228
H -5.02991 5.27195 2.10021
H -1.36791 -1.23687 -2.13960
H 2.11789 -3.35837 -0.65341
C -0.45289 -6.00945 -1.89856
H -0.65707 3.46283 4.40199
C -0.16044 3.11386 3.49632
C 0.49498 -2.62014 2.44979
C 1.04658 0.41483 -1.09251
C 0.99640 3.12516 1.49314
C -1.49498 -3.72445 1.64012
H -1.65159 -0.67020 3.06937
C -0.57373 -4.68017 -2.32531
H -2.73373 -1.05045 4.47076
C 0.21866 3.92614 2.38140
H -0.28878 5.85456 -0.33084
S -4.33254 1.28025 4.72030
V -0.89601 2.28680 1.73071
C -0.71749 -1.71725 0.54872
H -0.22987 -4.50444 3.22206
C 3.52634 -0.74201 -5.32282
H 0.04794 2.14667 -1.84488
C 2.28309 -2.48107 -4.17549
H 2.53433 1.17435 -5.47072
C 1.37447 -4.08940 -0.99073
H -1.34993 5.31969 -1.67364
H 2.26351 -5.68619 0.15280
H 1.48282 3.45371 0.57998
H 2.20158 3.38822 -2.27217
C 1.10323 1.82268 2.06336
C 1.47064 -5.41658 -0.55267
C 0.56922 -6.38383 -1.01568
C 2.26112 -0.15823 -0.70287
H 1.05465 -0.82537 1.36606
N -2.21942 3.80080 1.07235
H 0.66504 -7.42477 -0.68986
C 1.02020 1.71129 -1.60741
Si -0.66727 -0.40869 -0.82589
C -3.38587 3.89366 1.85048
H -2.52061 -2.73222 -0.02657
H 1.33276 -2.55251 3.14533
H 2.27256 -1.15323 -0.25249
H 0.35188 0.97721 3.97955
C 0.34295 -1.65045 1.45879
H -1.36744 -4.38990 -3.02077
H 1.66894 1.00382 1.63481
H 0.05177 4.99729 2.27441
C 2.46174 0.14310 -5.11075
C 3.43941 1.76112 -1.59885
H -1.16144 -6.76123 -2.25473
H -2.18928 -4.56552 1.70418
C -3.59247 2.85741 2.81051

## Properties
Multiplicity = 1
Lowest unoccupied orbital energy (spin up / spin down) = -10.63 / -10.63 eV
Energy = -117525.2199 eV
Charge = +3

---

Here is a molecular structure, C5H10O at a distorted geometry from the Open Molecules 2025 dataset. Energies are from wB97M-V/def2-TZVPD.

Element x y z (Å)
C -0.10261 -0.76695 1.63137
H 1.24753 -1.57758 -0.82069
O -1.38429 0.91993 0.48893
H 1.55205 0.91998 -0.64476
H -0.63883 -0.58113 2.56656
H 0.46002 1.29513 1.41630
C 0.54467 -0.87628 -1.28955
H 0.84487 -0.77293 -2.33902
H -0.63546 -1.54722 1.08094
C 0.54545 0.48903 -0.58981
H -0.44960 -1.33700 -1.27475
H -1.15143 1.03570 -1.86724
H 0.90278 -1.12500 1.86982
C -0.56839 1.44346 -1.02875
C -0.03474 0.50609 0.83174
H -1.13202 1.97476 -0.03110

## Properties
Relative energy (zero: lowest compared OMol25 entry of this formula, charge and spin) = 425.51 kJ/mol
Multiplicity = 1
Lowest unoccupied orbital energy = 0.99 eV
Energy = -7390.3553 eV
Charge = 0